(1)
{"formula": "FLiO2PRb", "method": "ωB97M-V/def2-TZVPD", "species": ["P", "F", "Li", "O", "O", "Rb"], "coordinates": [[-0.755, -1.666, -0.829], [-0.172, -0.396, 1.573], [1.326, -0.533, 0.501], [0.019, -0.435, -1.572], [0.397, 0.645, -0.715], [-0.815, 2.386, 1.042]], "forces_ev_per_a": [[0.0, 0.2, -0.5], [0.7, 0.3, 0.5], [-1.4, 0.4, 0.2], [-0.4, -1.0, -0.2], [0.9, 1.1, 0.2], [0.2, -1.0, -0.2]], "nbo_charge": [0.427, -0.946, 0.922, -0.604, -0.784, 0.984], "gap_ha": [0.19948, 0.20069], "e_homo_ha": [-0.226, -0.226], "spin_multiplicity": 1, "largest_force_ev_per_a": 1.45, "total_charge": 0}


(2)
{"formula": "FN2O3S", "method": "ωB97M-V/def2-TZVPD", "species": ["N", "N", "O", "O", "O", "F", "S"], "coordinates": [[-1.664, -0.672, -0.142], [1.831, 0.086, -0.039], [-2.352, -0.517, -1.077], [2.461, -0.029, -1.062], [2.252, 0.679, 0.937], [-2.359, 1.101, 1.017], [-0.169, -0.648, 0.367]], "forces_ev_per_a": [[-0.8, 1.4, -1.2], [-0.5, 0.4, 0.4], [0.4, -0.5, 0.9], [0.1, -0.3, -0.7], [0.0, -0.1, 0.2], [0.1, -0.6, -0.3], [0.6, -0.3, 0.6]], "nbo_charge": [0.093, 0.354, -0.233, -0.443, -0.441, -0.834, 0.505], "gap_ha": [0.27199, 0.27206], "e_homo_ha": [-0.181, -0.181], "spin_multiplicity": 1, "de_lowest_kcal_mol": 32.3, "largest_force_ev_per_a": 2.02, "total_charge": -1}


(3)
{"formula": "FNO4S", "method": "ωB97M-V/def2-TZVPD", "species": ["N", "O", "O", "O", "O", "F", "S"], "coordinates": [[-1.777, -0.075, 0.063], [-1.820, 0.975, 0.513], [-2.134, -1.137, 0.234], [1.548, 1.144, 0.349], [2.604, -1.123, 0.289], [-0.943, -0.021, -1.243], [2.521, 0.236, -0.206]], "forces_ev_per_a": [[1.9, 1.1, -2.6], [-0.4, 1.6, 1.2], [-1.1, -2.7, 0.8], [0.6, -0.7, -0.2], [-0.2, 1.3, -0.4], [-0.3, -0.1, 0.5], [-0.5, -0.6, 0.6]], "nbo_charge": [0.820, -0.219, -0.218, -0.820, -0.818, -0.383, 1.638], "gap_ha": 0.39581, "e_homo_ha": -0.440, "spin_multiplicity": 1, "de_lowest_kcal_mol": 31.6, "largest_force_ev_per_a": 3.38, "total_charge": 0}